ORCA calculation (the ωB97M-V functional and the def2-TZVPD basis) on a single C23H34N2O3 molecule.

XYZ file:
```
62
Properties=species:S:1:pos:R:3:forces:R:3:mulliken_charge:R:1
C 1.572 -0.481 0.995 0.0 -0.1 0.2 -1.37
C 0.069 -0.225 0.935 0.0 0.3 -0.3 -0.66
C -0.474 0.936 1.784 0.0 -0.2 0.3 2.14
C 0.585 1.956 2.184 0.0 0.1 -0.2 -2.05
C -1.752 1.619 1.236 0.0 0.0 0.0 -1.53
C -2.364 1.605 2.645 0.0 0.0 0.0 1.00
C -3.797 1.152 2.774 0.1 0.0 0.0 -0.20
O -4.390 0.542 1.900 0.0 0.0 0.0 -0.72
N -4.383 1.448 3.960 -0.1 0.0 0.1 0.30
C -3.795 1.723 5.276 0.1 0.0 0.0 -0.63
C -5.196 1.424 5.878 0.0 0.1 0.0 1.80
C -5.969 2.646 6.347 0.0 0.0 0.0 -1.13
C -5.539 2.721 7.819 0.0 0.0 0.0 0.22
C -4.186 3.422 7.945 0.0 0.0 0.0 -0.53
O -3.151 2.817 8.199 0.0 0.0 0.0 -0.65
N -4.187 4.742 7.698 0.0 0.0 0.0 0.63
C -5.243 5.699 7.547 0.0 0.0 -0.1 0.05
C -5.194 6.454 8.889 0.0 0.0 0.1 -0.67
C -4.146 6.348 9.723 0.0 0.0 0.0 -0.56
C -2.799 5.702 9.331 0.0 0.0 0.0 -1.00
C -2.996 5.586 7.824 0.0 0.0 0.0 -0.26
C -2.317 5.462 6.472 0.0 0.0 0.0 -0.86
C -3.545 5.813 5.530 0.0 0.0 0.0 -0.17
C -4.814 6.454 6.217 0.0 0.0 0.0 -1.27
C -5.441 1.240 8.182 0.0 0.0 0.0 -1.06
O -5.237 0.524 6.955 0.0 0.0 0.0 -0.57
C -5.592 0.837 4.513 0.0 0.0 0.0 -1.21
C -1.303 0.540 3.042 0.0 0.0 0.0 -1.41
H 1.835 -1.329 0.363 0.0 0.0 0.0 0.43
H 2.141 0.380 0.645 0.0 0.0 0.0 0.32
H 1.908 -0.712 2.008 0.0 0.0 0.0 0.33
H -0.189 -0.016 -0.109 0.0 0.0 0.0 0.32
H -0.476 -1.135 1.193 0.0 0.0 0.0 0.37
H 0.135 2.761 2.770 0.0 0.0 0.0 0.48
H 1.368 1.499 2.792 0.0 0.0 0.0 0.37
H 1.055 2.411 1.309 0.0 0.0 0.0 0.41
H -1.626 2.588 0.751 0.0 0.0 0.0 0.34
H -2.320 0.952 0.586 0.0 0.0 0.0 0.44
H -2.208 2.539 3.186 0.0 0.0 0.0 0.19
H -3.062 0.978 5.592 0.0 0.0 0.0 0.25
H -3.386 2.724 5.411 0.0 0.0 0.0 -0.42
H -5.737 3.536 5.761 0.0 0.0 0.0 0.48
H -7.040 2.448 6.275 0.0 0.0 0.0 0.43
H -6.273 3.235 8.440 0.0 0.0 0.0 0.76
H -6.221 5.234 7.423 0.0 0.0 0.0 0.72
H -6.067 7.020 9.193 0.0 0.0 0.0 0.46
H -4.204 6.819 10.698 0.0 0.0 0.0 0.46
H -1.988 6.377 9.612 0.0 0.0 0.0 0.47
H -2.633 4.743 9.824 0.0 0.0 0.0 0.32
H -3.354 6.599 7.679 0.0 0.0 0.0 0.30
H -1.508 6.185 6.357 0.0 0.0 0.0 0.44
H -1.930 4.467 6.252 0.0 0.0 0.0 0.23
H -3.223 6.492 4.738 0.0 0.0 0.0 0.59
H -3.871 4.901 5.029 0.0 0.0 0.0 -0.06
H -5.628 6.407 5.492 0.0 0.0 0.0 0.45
H -4.651 7.513 6.424 0.0 0.0 0.0 0.51
H -4.604 1.049 8.851 0.0 0.0 0.0 0.38
H -6.371 0.885 8.632 0.0 0.0 0.0 0.29
H -6.528 1.185 4.076 0.0 0.0 0.0 0.33
H -5.557 -0.254 4.497 0.0 0.0 0.0 0.34
H -1.715 -0.466 2.953 0.0 0.0 0.0 0.35
H -0.822 0.654 4.015 0.0 0.0 0.0 0.32
```
Positions in Å, forces in eV/Å.

The highest occupied orbital energy comes out at -0.3351 Ha. As for the calculated total energy: -33523.0110 eV. Its max |F| is 0.406 eV Å⁻¹. The structure (SMILES) is CC[C@]1(C)C[C@H](C(=O)N2CC3(C[C@H](C(=O)N4[C@H]5CC=C[C@H]4CCC5)CO3)C2)C1. The calculation puts the energy above the lowest of the compared OMol25 structures with the same formula, charge and spin at 4.191 eV. For the molar mass, the calculation gives 386.54 g mol⁻¹. The calculation puts the orbital gap at 9.722 eV.